No. 1
This record from the Open Molecules 2025 dataset describes a molecular structure, C18H56N10O10 in a non-equilibrium geometry. The level of theory is wB97M-V/def2-TZVPD.

Last column: Löwdin charge in e.
Geometry (Å):
C 3.94955 1.94610 1.25977  -0.11
O 2.56355 2.02510 1.15877  -0.11
H 4.41455 2.56710 0.48877  0.09
H 4.22355 0.91310 1.12177  0.09
H 4.31155 2.28410 2.18677  0.07
H 2.32155 2.93010 1.23577  0.07
C -0.18445 -1.43790 4.24777  -0.64
O -0.26845 -1.35790 5.57877  -0.07
N 0.02455 -0.39790 3.51577  0.08
N -1.28045 -1.69090 3.58577  0.05
H 0.10955 0.31010 4.27477  0.14
H 1.05855 -0.42390 3.26677  0.09
H -1.96445 -2.07490 4.36477  0.14
H -1.24645 -2.70890 3.03877  0.03
C -2.17145 -0.80290 0.10577  -0.63
O -1.95345 0.25010 -0.65623  -0.02
N -2.84345 -0.52290 1.20277  0.07
N -1.25445 -1.19190 0.90377  0.07
H -3.50745 0.22210 0.76877  0.11
H -3.42845 -1.44090 1.29577  0.13
H -0.37045 -0.98590 0.36777  0.09
H -1.27545 -2.31990 0.80977  0.03
C 3.05755 5.26710 -1.27123  -0.67
O 4.41455 5.30410 -1.30423  -0.12
N 2.28155 6.28310 -1.04523  0.14
N 2.36555 4.19310 -1.51623  0.16
H 2.66255 7.16910 -0.74323  0.11
H 1.26555 6.29310 -1.32323  0.14
H 2.99355 3.45910 -1.71923  0.09
H 1.34055 4.06410 -1.61723  0.09
C -0.64145 -4.09990 1.63277  -0.59
O 0.71755 -4.07290 1.63077  -0.01
N -1.41645 -3.97890 2.66577  0.12
N -1.34545 -3.62790 0.68377  0.14
H -0.90345 -4.35790 3.51877  0.19
H -2.36145 -4.39790 2.73577  0.18
H -0.85745 -3.78690 -0.25723  0.18
H -2.29445 -3.99490 0.68277  0.16
C -1.06745 3.51910 0.23377  -0.55
O -0.21945 3.33610 -0.80723  -0.09
N -0.69845 3.99510 1.41777  0.15
N -2.32445 3.10010 0.35277  0.17
H 0.28055 4.40810 1.46077  0.14
H -1.35345 4.43610 2.04277  0.11
H -2.62645 2.58510 -0.42223  0.06
H -3.06845 3.66910 0.70177  0.11
C 3.30055 -1.92790 5.33077  -0.04
C 3.44955 -1.09990 4.11077  -0.65
C 3.06055 -1.83990 2.80777  -0.01
O 2.77755 -0.04690 4.17477  -0.03
H 2.28955 -2.07590 5.66177  0.06
H 3.75055 -1.40390 6.18677  0.08
H 3.82755 -2.89690 5.21477  0.10
H 4.49055 -0.70190 3.99977  0.15
H 2.87555 -1.09790 2.04177  0.05
H 2.17355 -2.43490 2.83377  0.05
H 3.93355 -2.41090 2.39977  0.10
H 3.13955 0.51310 4.90677  0.16
C -2.18445 -2.47290 -4.37923  -0.02
C -2.64945 -2.20290 -2.91223  -0.60
C -4.14945 -2.51290 -2.60723  -0.02
O -2.04345 -3.00690 -2.16823  -0.06
H -2.41945 -3.52790 -4.70523  0.09
H -1.08245 -2.31190 -4.31923  0.09
H -2.62045 -1.79190 -5.13823  0.07
H -2.33445 -1.17790 -2.63223  0.11
H -4.75745 -1.88390 -3.19523  0.06
H -4.48845 -2.35890 -1.55323  0.08
H -4.39045 -3.52790 -2.74923  0.06
H -2.37145 -3.91590 -2.23923  0.12
C 1.12255 -1.87290 -1.00323  -0.01
C 1.64455 -0.50190 -0.50623  -0.60
C 1.49655 0.64810 -1.54923  -0.01
O 1.16255 -0.08190 0.54177  -0.02
H 0.11855 -1.89690 -1.29423  0.03
H 1.24455 -2.57490 -0.24623  0.04
H 1.66155 -2.25290 -1.84223  0.08
H 2.71455 -0.52590 -0.37023  0.13
H 1.84355 0.33110 -2.50323  0.07
H 1.94855 1.55310 -1.16823  0.04
H 0.44655 0.92010 -1.62523  0.06
H 1.74655 0.66710 0.70977  0.06
C -1.38045 1.26810 -5.59123  -0.03
C -1.90345 1.08310 -4.19123  -0.67
C -1.85445 2.26910 -3.29423  -0.05
O -3.09545 0.63910 -4.20423  -0.01
H -1.91245 2.04610 -6.17823  0.09
H -1.36845 0.29510 -6.11223  0.08
H -0.37745 1.60110 -5.48123  0.06
H -1.25045 0.37810 -3.65123  0.13
H -2.09245 2.10510 -2.29723  0.01
H -2.51545 3.09610 -3.62423  0.10
H -0.76945 2.59810 -3.37623  0.11
H -3.63745 1.46910 -4.06823  0.14

The highest occupied orbital energy is -7.2 eV. The net charge is 0. The frontier orbital gap comes out at 6.643 eV.

=====

No. 2
This record from the Open Molecules 2025 dataset describes a molecular structure, C18H56N10O12 in a non-equilibrium geometry. The level of theory is wB97M-V/def2-TZVPD.

Last column: Löwdin charge in e.
Geometry (Å):
C 0.78598 -2.10161 -3.00070  -0.80
O 0.67913 -2.66315 -4.07127  0.05
N 1.32848 -0.95825 -2.66655  0.17
N 0.30264 -2.53427 -1.90922  0.17
H 1.57128 -0.48990 -3.52782  0.11
H 1.47287 -0.59688 -1.73453  0.07
H 0.57793 -2.00049 -1.09719  0.07
H -0.22658 -3.39125 -1.83436  0.13
C -3.71155 3.84668 1.95521  -0.81
O -4.88307 4.15877 1.83501  0.05
N -2.86730 4.10178 2.85878  0.15
N -2.98282 3.10382 1.24730  0.16
H -3.06275 4.73642 3.61979  0.13
H -1.95800 3.76655 2.57432  0.06
H -3.39586 2.67242 0.43281  0.10
H -2.01859 2.88009 1.44805  0.07
C -1.05994 2.95848 -3.28586  -0.73
O -1.83939 2.74406 -4.23198  0.00
N -1.38756 3.72967 -2.25568  0.16
N 0.08241 2.33867 -3.13490  0.16
H -0.70072 3.70177 -1.51569  0.08
H -2.08253 4.45654 -2.34930  0.12
H 0.50057 2.04314 -2.26433  0.06
H 0.59191 2.12382 -3.98009  0.10
C 0.75400 2.61642 3.09005  -0.74
O -0.30034 2.88293 2.59723  0.03
N 1.85797 3.25254 2.72859  0.18
N 0.92188 1.76109 4.07663  0.19
H 2.65771 3.07103 3.31813  0.12
H 1.89224 3.76445 1.85861  0.12
H 0.10295 1.19969 4.26175  0.13
H 1.82650 1.46656 4.41574  0.12
C -1.28771 -4.81840 2.47121  -0.22
C 0.01191 -5.55300 2.12840  -0.26
O 1.19774 -5.10335 2.74423  -0.06
O -1.46849 -3.54354 1.85830  -0.07
H -1.31810 -4.77135 3.55978  0.12
H -2.09809 -5.48189 2.16925  0.12
H 0.17401 -5.83768 1.08879  0.12
H -0.18026 -6.51015 2.61323  0.11
H 1.13880 -5.43291 3.64397  0.09
H -0.81493 -2.90946 2.16227  0.06
C 3.70295 -4.60446 0.54658  -0.22
C 2.97934 -3.78009 -0.49628  -0.20
O 3.52949 -2.44385 -0.28050  -0.09
O 5.12920 -4.72614 0.20205  -0.08
H 3.31456 -5.61448 0.67743  0.11
H 3.56081 -4.18492 1.54250  0.10
H 1.90018 -3.86703 -0.36997  0.09
H 3.09394 -4.21462 -1.48932  0.13
H 2.97644 -1.85871 0.24233  0.04
H 5.41017 -3.95371 -0.29395  0.06
C -0.81433 0.58113 -0.03505  -0.16
C 0.09015 -0.24346 0.96075  -0.15
O 1.41190 -0.60022 0.43265  -0.13
O -0.25480 1.89019 -0.25056  -0.09
H -1.88223 0.62634 0.17860  0.09
H -0.78566 -0.08877 -0.89441  0.11
H -0.46848 -1.16087 1.14620  0.09
H 0.30626 0.21248 1.92695  0.10
H 1.97704 0.15626 0.60573  0.01
H -0.27384 2.32749 0.60384  0.04
C 5.03297 0.71699 -0.97303  -0.04
C 4.04151 1.83105 -0.79296  -0.39
C 3.16879 2.10942 -2.08705  -0.15
O 4.14048 2.52794 -3.05332  -0.19
C 3.56790 3.20919 -4.11976  -0.13
N 3.11180 1.47380 0.24207  0.03
H 4.67003 -0.29386 -0.78718  0.07
H 5.85172 0.87699 -0.27150  0.08
H 5.53202 0.67170 -1.94101  0.09
H 4.57314 2.69648 -0.39734  0.14
H 2.45978 2.92814 -1.96415  0.11
H 2.69304 1.19660 -2.44555  0.10
H 2.80107 2.70604 -4.70875  0.08
H 4.43250 3.22895 -4.78322  0.10
H 3.19722 4.20990 -3.89777  0.09
H 3.69963 1.10506 0.97596  0.09
H 2.72438 2.31258 0.65005  0.05
C -3.94433 -1.16154 1.65453  -0.08
C -5.23143 -0.70735 1.07036  -0.44
C -5.19748 -0.24135 -0.42035  -0.18
O -4.43119 0.94267 -0.52415  -0.22
C -4.10142 1.27612 -1.89184  -0.08
N -6.20979 -1.73072 1.40505  0.04
H -3.53670 -1.96109 1.03592  0.07
H -4.08572 -1.50285 2.68000  0.09
H -3.14301 -0.42755 1.73971  0.06
H -5.49206 0.15082 1.68981  0.14
H -6.22279 -0.04109 -0.73136  0.12
H -4.79809 -0.96543 -1.13050  0.12
H -4.89449 0.94567 -2.56262  0.09
H -3.22343 0.73635 -2.24664  0.08
H -3.95481 2.31652 -2.18201  0.08
H -7.07446 -1.67466 0.88610  0.07
H -5.84422 -2.59384 1.02890  0.07

The highest occupied orbital energy is -9.2 eV. The net charge is 0. The frontier orbital gap comes out at 8.562 eV.

=====

No. 3
This record from the Open Molecules 2025 dataset describes 10 unconnected molecules or ions with the total composition C18H56N4O18 in a non-equilibrium geometry. The level of theory is wB97M-V/def2-TZVPD.

Last column: Löwdin charge in e.
Geometry (Å):
N -4.01802 -5.81292 -28.93640  0.19
C -3.34497 -6.73790 -28.20837  -0.63
N -2.19355 -6.28385 -27.61350  0.15
O -3.67792 -7.91845 -28.10055  0.02
H -3.71723 -4.85639 -28.96963  0.11
H -4.85036 -6.17247 -29.38410  0.08
H -1.95847 -5.31028 -27.60647  0.09
H -1.65871 -6.99605 -27.15477  0.10
N -9.07653 -7.71069 -25.05996  0.16
C -9.73100 -8.47622 -25.99332  -0.68
N -8.96716 -9.54903 -26.39707  0.15
O -10.82366 -8.21321 -26.45586  0.02
H -9.25265 -6.72326 -24.97856  0.05
H -8.16798 -7.98298 -24.72666  0.10
H -9.31507 -10.18563 -27.08648  0.10
H -7.99346 -9.50157 -26.15653  0.09
O -5.79945 1.21997 -30.40547  -0.04
C -6.59868 0.38474 -29.60131  -0.25
C -8.04420 0.43756 -30.01474  -0.20
O -8.20769 -0.16361 -31.32522  -0.09
H -5.52051 0.75018 -31.19719  0.09
H -6.26528 -0.65701 -29.60642  0.11
H -6.52786 0.71862 -28.56139  0.12
H -8.53286 1.40609 -30.12591  0.12
H -8.65704 -0.16479 -29.33687  0.11
H -8.14218 0.54589 -31.97011  0.09
O -5.73069 -9.64984 -28.31703  -0.10
C -6.61477 -9.33999 -29.38143  -0.25
C -7.32434 -7.99554 -29.19230  -0.25
O -6.71613 -6.97295 -29.92616  -0.08
H -4.98749 -8.99683 -28.31132  0.03
H -6.04222 -9.35551 -30.31753  0.12
H -7.34378 -10.15297 -29.41593  0.11
H -7.39637 -7.87256 -28.10787  0.11
H -8.38449 -8.16738 -29.42754  0.12
H -6.92485 -7.02404 -30.86145  0.10
O -13.18736 -0.43992 -26.61286  -0.07
C -12.83250 -1.65011 -25.94032  -0.23
C -13.36078 -2.83138 -26.71220  -0.26
O -14.70425 -2.79828 -27.13855  -0.05
H -13.18732 0.28847 -25.98685  0.08
H -11.75400 -1.79596 -25.85466  0.10
H -13.37917 -1.61245 -24.99116  0.13
H -13.21398 -3.72042 -26.08073  0.11
H -12.74744 -3.06691 -27.58645  0.09
H -15.13827 -2.01785 -26.78009  0.08
O -8.56967 1.24072 -25.95706  -0.08
C -9.81659 0.72193 -26.48010  -0.23
C -10.41547 1.72525 -27.41934  -0.24
O -10.90763 2.78821 -26.57574  -0.08
H -8.80497 2.09586 -25.58012  0.08
H -9.64910 -0.24820 -26.94268  0.10
H -10.40191 0.61472 -25.56258  0.12
H -11.13914 1.33021 -28.13779  0.12
H -9.66251 2.21234 -28.05133  0.11
H -11.48658 3.35172 -27.09634  0.08
O -9.27260 -4.85307 -24.02487  -0.09
C -10.64511 -4.61108 -24.36826  -0.24
C -11.57703 -5.09540 -23.29582  -0.24
O -11.32014 -4.47314 -22.04886  -0.05
H -9.01158 -4.21410 -23.35455  0.09
H -10.81065 -3.56306 -24.65137  0.11
H -10.75236 -5.08698 -25.34939  0.11
H -11.49869 -6.17857 -23.15846  0.13
H -12.60823 -4.92835 -23.61832  0.12
H -10.68048 -5.00797 -21.57363  0.09
O -13.32293 -5.26712 -31.82953  -0.06
C -12.67239 -5.97477 -30.78866  -0.22
C -11.59290 -5.12259 -30.09314  -0.23
O -10.97912 -4.15049 -30.94682  -0.07
H -13.72963 -4.49469 -31.41972  0.09
H -13.41028 -6.26417 -30.03724  0.12
H -12.16722 -6.86847 -31.14664  0.12
H -10.77440 -5.70865 -29.67030  0.12
H -12.01492 -4.60011 -29.22162  0.09
H -11.69904 -3.81478 -31.49365  0.07
O -6.79030 -1.79055 -32.96250  -0.09
C -6.79077 -3.20606 -33.04814  -0.23
C -6.20690 -3.91168 -31.82194  -0.26
O -6.05088 -3.15357 -30.65664  -0.07
H -7.20018 -1.56921 -32.10996  0.04
H -7.85908 -3.46395 -33.10717  0.11
H -6.29344 -3.57033 -33.94271  0.12
H -5.20230 -4.30836 -32.02685  0.11
H -6.71133 -4.87005 -31.63358  0.10
H -6.84464 -3.16681 -30.10900  0.07
O -7.37793 -4.66881 -28.35932  -0.06
C -8.11173 -4.43383 -27.17396  -0.23
C -8.84570 -3.11338 -27.25173  -0.25
O -10.13889 -3.20324 -27.79160  -0.06
H -6.99298 -5.54955 -28.38790  0.05
H -8.91761 -5.15532 -26.94703  0.11
H -7.44312 -4.57687 -26.31732  0.12
H -8.29343 -2.36172 -27.83504  0.11
H -8.84839 -2.70813 -26.23655  0.12
H -10.11932 -3.59099 -28.67312  0.06

The highest occupied orbital energy is -9.6 eV. The net charge is 0. The frontier orbital gap comes out at 9.902 eV. Its SMILES is NC(N)=O.NC(N)=O.OCCO.OCCO.OCCO.OCCO.OCCO.OCCO.OCCO.OCCO.

=====

For reference, energy relative to the best compared isomer or geometry (same formula, charge and spin) by record: 536.9 90.4 25.6 kcal/mol.